No. 1
This record from the OMol25 dataset describes 3 unconnected molecules or ions with the total composition C27H59B3N2O8 in a non-equilibrium geometry. The level of theory is ωB97M-V with the def2-TZVPD basis set.

Last column: Löwdin charge in e.
Atoms and positions in Å:
C (1.499192, -2.771829, 0.593756)  0.0653
C (2.452859, -2.093860, -0.023655)  -0.0798
C (3.477806, -1.216707, -0.935088)  -0.0384
B (3.607557, -1.992893, -2.364292)  -0.4104
O (4.282891, -1.430067, -3.548379)  0.1667
B (3.343755, -1.594514, -4.644300)  -0.2299
O (2.002340, -2.141563, -4.534226)  0.1581
B (1.868470, -3.062224, -3.421600)  -0.4307
C (0.500383, -3.907215, -3.064089)  -0.0732
C (-0.682268, -3.704403, -4.152839)  -0.1846
C (-2.124888, -3.540243, -3.381408)  -0.1874
C (-2.774656, -2.088371, -3.675664)  -0.2028
C (-3.578032, -1.436224, -2.434902)  -0.2164
C (-2.807133, -1.485240, -1.018023)  -0.2107
C (-1.325111, -0.841922, -1.016711)  -0.1980
C (-1.176166, 0.545881, -1.832713)  -0.1906
C (0.115967, 0.437239, -2.845175)  -0.1711
C (0.232841, 1.874834, -3.572887)  -0.1695
C (0.786612, 1.840246, -5.089868)  -0.2177
O (0.653779, 0.564649, -5.768707)  -0.2611
C (-0.697782, 0.342382, -6.259885)  -0.1072
O (3.018475, -3.330912, -2.541320)  0.1721
H (0.726183, -3.600163, 0.828382)  0.0651
H (3.130001, -0.124279, -1.065270)  0.1196
H (4.526301, -1.184949, -0.461683)  0.1179
H (3.685138, -1.201005, -5.716830)  0.1103
H (0.817825, -5.020576, -2.932836)  0.1304
H (0.104283, -3.533058, -2.049429)  0.0841
H (-0.481881, -2.808690, -4.874865)  0.0987
H (-0.671592, -4.646240, -4.839016)  0.1148
H (-2.840733, -4.330299, -3.856953)  0.1093
H (-2.043100, -3.818862, -2.269322)  0.0940
H (-3.562385, -2.247366, -4.523672)  0.1169
H (-1.961904, -1.411707, -4.130354)  0.0708
H (-3.875126, -0.355794, -2.763929)  0.1041
H (-4.595305, -2.004050, -2.342427)  0.1149
H (-2.756957, -2.575444, -0.614925)  0.1035
H (-3.458564, -0.905967, -0.239717)  0.1080
H (-0.495855, -1.573460, -1.360777)  0.0823
H (-1.081973, -0.591277, 0.098525)  0.1084
H (-2.129292, 0.907768, -2.362480)  0.1025
H (-0.886407, 1.394914, -1.083699)  0.1096
H (-0.117355, -0.447032, -3.540491)  0.0930
H (1.097211, 0.237308, -2.281041)  0.1078
H (0.997876, 2.496964, -2.952659)  0.1177
H (-0.782203, 2.441361, -3.464587)  0.1121
H (1.868349, 2.222045, -5.181151)  0.1280
H (0.132418, 2.599906, -5.694248)  0.1230
H (-1.405421, 0.984501, -5.609646)  0.0991
H (-0.744923, 0.700176, -7.370217)  0.1051
H (-1.011397, -0.773612, -6.246695)  0.0917
C (2.059967, -3.349172, 6.802967)  -0.1156
O (2.902365, -2.228988, 7.026441)  -0.1987
C (4.283929, -2.578936, 7.149189)  -0.2068
C (5.078321, -2.073819, 5.941087)  -0.2094
N (4.738593, -2.822710, 4.730280)  -0.0536
C (5.260032, -2.222924, 3.499433)  -0.1943
C (4.742097, -0.824557, 3.117018)  -0.2171
O (3.362321, -0.797776, 2.764174)  -0.2054
C (2.472157, -0.676863, 3.862763)  -0.0955
H (1.022869, -3.014451, 6.883273)  0.0895
H (2.209308, -3.759028, 5.801034)  0.0754
H (2.230157, -4.127081, 7.553856)  0.0871
H (4.426098, -3.654905, 7.300167)  0.1207
H (4.655428, -2.069315, 8.043720)  0.1187
H (6.148873, -2.182115, 6.143061)  0.1216
H (4.856454, -1.008858, 5.823576)  0.0995
H (3.728193, -2.880060, 4.648814)  0.0667
H (5.002924, -2.908420, 2.685508)  0.1163
H (6.354699, -2.197189, 3.553491)  0.1162
H (5.283702, -0.517524, 2.217286)  0.1118
H (4.967164, -0.066091, 3.874488)  0.1079
H (2.897234, -0.094278, 4.684354)  0.0883
H (2.170922, -1.667607, 4.210783)  0.0694
H (1.570634, -0.170886, 3.512894)  0.0857
C (-0.909030, 4.215479, 2.062381)  -0.1119
O (-1.687267, 3.572004, 1.064966)  -0.2034
C (-2.583167, 2.590956, 1.595516)  -0.2030
C (-4.035522, 3.057687, 1.460159)  -0.2065
N (-4.322675, 4.172065, 2.364600)  -0.0548
C (-5.603426, 4.832688, 2.099189)  -0.1964
C (-5.773985, 5.528258, 0.736458)  -0.2198
O (-4.939310, 6.670010, 0.563065)  -0.1806
C (-3.629572, 6.381785, 0.097267)  -0.0992
H (-0.150385, 4.821738, 1.561376)  0.0900
H (-1.525562, 4.878325, 2.674471)  0.0758
H (-0.400823, 3.484536, 2.699103)  0.0866
H (-2.342224, 2.327556, 2.631537)  0.1232
H (-2.452388, 1.689568, 0.988024)  0.1026
H (-4.705194, 2.223337, 1.692627)  0.1223
H (-4.192804, 3.344452, 0.415995)  0.0998
H (-3.586779, 4.866238, 2.278923)  0.0663
H (-5.730855, 5.590181, 2.879090)  0.1174
H (-6.412328, 4.105213, 2.233827)  0.1159
H (-6.800640, 5.903353, 0.694778)  0.1184
H (-5.673475, 4.838363, -0.108168)  0.1079
H (-3.601061, 5.507410, -0.558138)  0.0883
H (-2.952270, 6.248478, 0.943995)  0.0691
H (-3.273797, 7.245718, -0.466714)  0.0879

Atomic forces in eV per Å
4.920 2.699 -4.073
-4.566 -2.606 2.357
-0.737 -1.052 1.064
0.635 -1.296 -1.043
-3.858 -1.372 0.711
-0.119 0.151 0.523
2.456 -0.844 2.497
0.154 -0.980 0.246
0.215 0.526 -0.667
-0.051 -0.742 0.228
-0.241 -0.570 -1.508
-0.568 -0.548 -0.208
-0.274 -0.195 -0.493
-0.272 0.285 0.152
-0.176 0.528 0.792
1.728 0.142 0.779
-1.517 0.712 0.098
0.650 -0.033 0.513
-1.159 1.219 -0.660
-0.611 0.407 0.444
-0.303 0.635 -0.433
-1.012 3.970 -1.188
1.846 2.071 -0.325
0.411 -1.801 0.328
-1.606 -0.041 -0.453
-0.048 -0.088 0.192
-0.710 1.890 -0.174
0.860 -0.624 -1.366
-0.323 -1.460 1.533
-0.243 1.641 1.188
1.170 1.333 1.006
0.030 0.666 -1.698
1.436 0.425 1.398
-1.269 -0.788 1.038
0.628 -1.817 0.850
1.839 0.927 -0.009
-0.072 1.839 -0.801
1.123 -0.948 -1.398
-1.562 1.083 0.440
-0.308 -0.659 -1.939
1.521 -0.813 0.541
-0.726 -1.424 -1.209
0.676 1.477 0.725
-1.628 0.077 -0.648
-1.381 -0.942 -1.053
1.779 -1.103 -0.492
-1.569 -1.037 0.249
1.261 -1.046 0.996
0.730 -1.242 -1.150
-0.078 -0.514 1.907
0.821 1.867 0.254
-0.094 0.307 0.055
0.101 -0.507 0.004
0.229 0.576 -0.144
-0.459 -0.418 0.030
0.071 0.233 0.065
-0.294 -0.046 -0.002
0.039 -0.285 -0.310
0.416 0.271 0.390
-0.140 -0.124 -0.389
0.152 0.057 0.008
0.000 -0.208 0.009
0.012 -0.035 -0.084
-0.131 0.049 -0.165
0.016 -0.033 -0.032
-0.031 -0.006 -0.034
0.080 0.148 0.196
0.182 -0.007 0.044
0.025 0.124 -0.021
-0.057 0.074 0.069
-0.037 -0.017 -0.023
-0.108 -0.059 0.133
0.058 -0.106 0.021
-0.033 0.074 0.248
0.068 0.014 -0.078
0.042 0.028 -0.322
0.052 -0.102 0.488
-0.404 -0.012 -0.498
0.476 0.233 0.324
-0.072 -0.082 -0.219
0.253 0.182 -0.026
-0.236 0.182 0.356
-0.068 -0.451 -0.183
-0.075 0.359 0.154
-0.123 -0.098 -0.033
0.055 -0.019 0.200
-0.050 0.054 0.051
-0.005 0.213 -0.035
-0.021 -0.006 0.022
0.004 0.044 0.006
0.020 -0.198 -0.173
-0.104 -0.158 0.022
-0.075 -0.008 -0.110
0.068 -0.005 -0.092
0.045 0.044 0.019
0.197 -0.025 0.017
-0.005 -0.052 0.110
0.157 -0.184 -0.130
-0.105 0.003 0.001

As for the total energy: -1850.0242 Ha.

---

No. 2
This record from the OMol25 dataset describes 3 unconnected molecules or ions with the total composition C27H59BrFINO5P2 in a non-equilibrium geometry. The level of theory is ωB97M-V with the def2-TZVPD basis set.

Last column: Löwdin charge in e.
Atoms and positions in Å:
C (-0.209363, 3.924310, 3.407069)  -0.0887
C (-0.170232, 4.411795, 1.921715)  -0.3877
N (0.844586, 3.717420, 1.165151)  -0.1973
P (0.755775, 3.142799, -0.534127)  0.6139
C (2.495561, 3.932406, -0.915615)  -0.2334
C (3.832355, 3.229973, -0.760575)  -0.1572
O (4.349009, 2.874632, -2.108576)  -0.0327
C (5.001525, 1.694024, -2.177974)  -0.4872
O (6.026796, 1.455846, -1.541860)  0.0916
C (4.389103, 0.694532, -3.123444)  -0.1392
C (4.216039, -0.629660, -2.378227)  -0.0813
C (0.073819, 4.901642, -1.123573)  -0.3682
C (-1.380704, 5.214254, -1.296062)  -0.8177
O (-2.166610, 4.967473, -2.164671)  -0.1099
I (-2.213309, 6.837551, 0.110774)  0.5302
C (1.557701, 1.444964, 0.087239)  -0.3653
F (2.383717, 1.639940, 1.216784)  -0.0971
C (0.661833, 0.262451, 0.499764)  -0.2430
C (0.465481, 0.111244, 2.013962)  -0.0971
C (0.791447, 2.358125, -2.349741)  -0.6958
Br (-0.163988, 3.292554, -3.794306)  0.7671
C (0.434267, 0.853363, -2.447787)  -0.3630
C (0.176372, 0.284958, -3.846739)  -0.1634
P (-1.449096, 2.545047, -0.195404)  0.8314
O (-2.404842, 1.965539, -1.428141)  -0.3202
O (-1.971705, 1.949453, 1.266566)  -0.3143
H (0.627849, 3.258753, 3.567562)  0.0549
H (-0.213574, 4.750460, 4.106214)  0.0517
H (-1.096011, 3.317533, 3.558402)  0.0457
H (-1.189306, 4.391662, 1.576939)  0.0081
H (0.080057, 5.473211, 2.003073)  0.0696
H (1.734285, 4.113651, 1.395397)  0.0729
H (2.497059, 4.251306, -1.955137)  0.0778
H (2.597004, 4.907836, -0.450227)  0.0765
H (3.931040, 2.342919, -0.151304)  0.0981
H (4.566424, 3.924089, -0.368303)  0.1149
H (3.456297, 1.080429, -3.509004)  0.0943
H (5.036934, 0.540968, -3.979109)  0.1178
H (5.192826, -0.936908, -2.038698)  0.0736
H (3.578776, -0.463502, -1.518945)  0.0578
H (3.772582, -1.384220, -3.011993)  0.0730
H (0.517540, 5.231926, -2.060702)  0.0477
H (0.467268, 5.653699, -0.453458)  0.0413
H (2.286965, 1.082859, -0.630454)  0.0673
H (-0.275981, 0.082204, -0.000886)  0.0556
H (1.232603, -0.636853, 0.267647)  0.0754
H (1.336439, -0.325943, 2.476667)  0.0564
H (0.159943, 1.032403, 2.483743)  0.0463
H (-0.348100, -0.598585, 2.145324)  0.0673
H (1.819713, 2.352012, -2.678655)  0.0209
H (-0.422099, 0.577255, -1.848089)  0.0524
H (1.272226, 0.268885, -2.089925)  0.0741
H (-0.841551, 0.425608, -4.174611)  0.0494
H (0.905193, 0.614393, -4.574385)  0.0534
H (0.311767, -0.793455, -3.758006)  0.0647
H (-2.629648, 1.030749, -1.330389)  0.0071
H (-2.832360, 2.299077, 1.486681)  0.0403
C (2.496072, -3.234098, 0.269140)  -0.1093
C (2.356000, -4.664201, 0.781313)  -0.2670
C (1.345081, -4.798878, 1.918942)  -0.2273
C (1.689290, -4.008457, 3.182201)  -0.2248
C (3.044313, -4.344794, 3.801852)  -0.2680
C (3.156757, -5.793950, 4.269039)  -0.1160
H (2.862428, -2.560252, 1.045114)  0.0709
H (3.203057, -3.190382, -0.561071)  0.0658
H (1.537591, -2.853716, -0.087772)  0.0691
H (3.334454, -5.040105, 1.094175)  0.0971
H (2.033949, -5.306158, -0.043381)  0.1025
H (1.230294, -5.858371, 2.167967)  0.0977
H (0.364796, -4.467438, 1.562575)  0.1084
H (0.905244, -4.184604, 3.925494)  0.1096
H (1.656501, -2.938311, 2.962591)  0.0916
H (3.204296, -3.685662, 4.658631)  0.1043
H (3.848399, -4.125022, 3.094742)  0.0985
H (2.387264, -6.024380, 5.008927)  0.0721
H (4.128254, -5.975512, 4.731935)  0.0657
H (3.052672, -6.495230, 3.439816)  0.0625
C (-3.173564, -1.977443, -0.867400)  -0.1015
C (-4.386521, -1.286616, -1.486272)  -0.2649
C (-5.300465, -0.629589, -0.453326)  -0.2218
C (-5.931307, -1.593318, 0.552433)  -0.2278
C (-6.760764, -2.717205, -0.066697)  -0.2729
C (-7.966155, -2.216809, -0.858416)  -0.1145
H (-3.463428, -2.792821, -0.203008)  0.0657
H (-2.534331, -2.399257, -1.644523)  0.0714
H (-2.576884, -1.266356, -0.289415)  0.0646
H (-4.948042, -2.003133, -2.092321)  0.0986
H (-4.039428, -0.513545, -2.178277)  0.0983
H (-6.086337, -0.078051, -0.976101)  0.1049
H (-4.727673, 0.121298, 0.100106)  0.1039
H (-6.566208, -1.016920, 1.232463)  0.1090
H (-5.148535, -2.033804, 1.175959)  0.1013
H (-7.114042, -3.368983, 0.736987)  0.1013
H (-6.133398, -3.339832, -0.710328)  0.0965
H (-8.629321, -1.625609, -0.223789)  0.0731
H (-8.543052, -3.054965, -1.253143)  0.0656
H (-7.664947, -1.598580, -1.704738)  0.0649

Atomic forces in eV per Å
-0.241 -0.352 -0.889
0.577 0.708 1.881
-1.526 -0.635 -0.486
2.667 -0.264 0.373
0.120 0.042 -0.291
1.075 0.377 -0.381
-0.608 -0.730 0.167
1.853 0.219 0.660
-1.754 0.326 -0.743
-0.042 -0.164 -0.007
0.002 0.551 -0.195
-0.635 0.994 -0.042
-1.451 -0.992 -1.666
1.387 0.540 1.303
0.088 0.107 0.175
-0.452 -0.111 0.153
0.293 0.312 0.156
0.950 -0.828 0.753
-0.752 -0.056 -0.472
-0.576 -1.377 -0.240
0.235 0.082 -0.071
-0.366 0.124 -0.693
0.228 -0.667 0.561
-1.850 3.317 0.125
0.069 -0.926 0.548
0.552 -1.647 -0.267
0.389 0.033 0.262
0.052 0.139 0.240
-0.242 -0.104 0.199
0.035 -0.263 -0.769
-0.051 0.273 -0.335
0.383 -0.126 -0.092
-0.225 -0.217 -0.367
-0.206 0.068 0.670
-0.457 -0.128 0.138
0.142 0.216 0.182
-0.314 0.084 -0.008
0.319 0.072 -0.136
0.203 -0.317 0.196
-0.173 -0.190 0.293
-0.103 -0.232 -0.160
-0.042 -0.474 -0.472
0.047 -0.234 0.690
-0.035 0.049 -0.497
-0.263 0.686 -0.208
0.143 -0.195 -0.448
0.372 0.202 0.274
0.113 0.268 0.240
-0.183 -0.144 0.179
0.358 0.572 -0.051
-0.120 0.176 0.165
0.245 0.069 0.401
-0.162 0.418 -0.331
-0.014 0.322 -0.315
-0.024 -0.255 -0.068
0.149 -0.242 -0.241
-0.251 0.444 -0.025
0.131 -0.127 -0.039
-0.088 0.083 -0.046
0.010 -0.084 0.036
0.011 0.063 -0.037
-0.065 -0.080 0.080
0.105 0.086 -0.023
-0.031 0.038 -0.009
-0.010 0.048 -0.012
-0.019 0.025 0.029
-0.013 -0.018 0.029
0.024 -0.021 0.001
-0.003 0.006 0.019
0.003 0.012 -0.025
0.006 -0.002 0.019
-0.019 0.001 -0.009
0.028 0.028 -0.015
-0.010 0.023 -0.013
-0.032 -0.024 -0.025
-0.009 -0.030 0.010
-0.021 -0.013 0.004
-0.020 0.019 -0.141
0.105 0.044 0.097
-0.052 0.027 -0.025
0.064 -0.033 0.008
-0.102 0.069 0.036
0.053 -0.129 -0.013
0.001 0.016 0.032
0.047 0.008 0.024
0.011 -0.032 0.060
-0.024 0.018 -0.007
-0.037 -0.024 -0.052
-0.003 0.008 0.009
0.019 0.005 -0.015
-0.020 -0.006 0.005
0.010 0.012 0.001
0.021 -0.032 -0.006
0.025 0.006 0.010
0.011 0.047 -0.011
-0.025 0.019 -0.011
-0.008 0.026 0.005

As for the charge: -1. As for the total energy: -5149.3348 Ha.